Molecular formula: C3H12N2O3
Method: DFT, ωB97M-V/def2-TZVPD

Geometry as XYZ:
```
20
Properties=species:S:1:pos:R:3:forces:R:3
O -1.8027 -0.3974 -0.4634 0.9829 1.9884 -4.5818
C -1.9685 -0.7497 0.6702 -0.7712 -2.5981 4.2874
C -1.1363 -0.2911 1.8527 -0.9251 -0.2162 -0.3972
N 0.1533 0.2516 1.5432 1.1140 0.1042 0.3536
C 1.2080 -0.7258 1.3646 -0.0022 0.1755 0.1064
N 1.0302 -1.5356 0.1833 -0.4055 0.0815 0.2167
H -2.8839 -1.3260 0.9419 0.0809 0.1060 0.2544
H -1.0250 -1.0444 2.6363 -0.0698 -0.0521 -0.2442
H -1.7594 0.4964 2.3061 -0.0003 0.6753 0.4535
H 0.1167 0.8764 0.7481 -0.2280 -0.1054 -0.0897
H 2.1541 -0.1757 1.3587 0.1804 0.1961 -0.0736
H 1.2417 -1.3465 2.2634 -0.1130 -0.2323 -0.0649
H 1.5042 -2.4074 0.0442 0.2914 0.1307 0.0698
H 0.8737 -0.9538 -0.6195 0.0062 -0.3161 -0.2025
H 0.8245 2.9293 -0.6112 -0.1953 -0.0369 -0.3476
H 0.4405 1.8266 -1.6204 0.0967 0.7236 -0.0962
O 0.4971 2.8046 -1.5147 0.0880 -0.4358 0.4583
H 1.1748 0.6175 -3.5703 -0.1003 -0.2695 0.6953
H 0.7892 -0.5009 -2.5412 -0.0469 0.4441 -0.2515
O 1.1994 0.3800 -2.6220 0.0171 -0.3630 -0.5461
```
Forces are in eV/Å.

As for the charge: -1. As for the multiplicity: 2. As for the energy above the lowest of the compared OMol25 structures with the same formula, charge and spin: 1.800 eV. The calculation puts the highest occupied orbital energy (alpha / beta) at 1.286 / -3.811 eV.

Electronic structure analysis, Mulliken charges in units of e: -0.4997 -0.6835 -0.7922 -0.2917 -0.4910 -0.2939 0.4941 0.3382 0.4301 0.0582 0.2265 0.4812 0.1229 0.0349 0.3098 0.4013 -0.7166 0.2854 0.4028 -0.8166

=====

Molecular formula: C11H22O6PS
Method: DFT, ωB97M-V/def2-TZVPD

Geometry as XYZ:
```
41
Properties=species:S:1:pos:R:3:forces:R:3
C 1.1867 -1.8301 1.5604 0.7935 1.0099 0.6662
C 2.7028 -2.0433 0.9670 3.4873 -6.7421 0.2770
O 3.2590 -3.2786 1.0294 -3.8920 8.3895 -0.5295
O 3.5415 -0.9801 0.3634 -2.0072 -0.6969 2.7942
C 3.9959 -0.0443 1.4353 0.8693 1.2649 1.5350
C 4.4874 1.4257 0.8323 0.2738 -1.1650 -1.5013
C 3.4190 2.0793 -0.2435 0.8891 0.7218 -0.0109
C 2.2578 3.0188 0.4419 -0.1609 -0.1762 -1.4486
C 1.0306 2.1931 1.1505 0.9930 0.6664 2.0078
S -0.3967 1.7895 -0.0543 -0.5205 0.3648 1.4451
P 0.2912 0.4414 -1.5872 3.5290 1.9165 -6.4049
O 0.8140 1.3050 -2.8413 -2.0769 -2.6824 4.8984
H 0.6942 -2.8400 1.9342 1.3546 2.1265 -1.2169
H 1.2967 -1.1383 2.5266 -0.2723 -1.4496 -2.0691
H 0.5257 -1.2404 0.7950 1.1534 -1.3225 1.4457
H 4.9253 -0.4881 2.0388 -2.0870 0.6442 -1.5330
H 3.1468 0.1042 2.2354 1.4930 -0.2656 -1.5912
H 5.4719 1.1889 0.1997 -2.1498 0.5026 1.3987
H 4.8262 2.1809 1.6662 -0.9822 -1.6341 -1.4450
H 2.9986 1.2595 -0.9861 0.7994 1.7098 1.6907
H 4.0677 2.8117 -0.9278 -1.5479 -1.5577 1.4801
H 2.7610 3.7799 1.2051 -1.3539 -1.7881 -1.5062
H 1.7656 3.6349 -0.4544 1.0968 -1.0816 2.0808
H 0.5313 2.9171 1.9566 0.6700 -1.6608 -1.9378
H 1.3472 1.2221 1.7219 -0.6065 1.7752 -1.3621
H -1.3597 1.0530 0.7074 0.7229 0.3014 -0.4391
H -0.7307 -0.4501 -2.0991 0.2820 0.4990 1.2961
H 1.4296 -0.2629 -1.0294 -1.1406 0.1727 0.1713
C -6.1369 -1.7221 -1.7936 -0.3154 0.0896 0.2246
C -4.8033 -1.0680 -1.4944 -1.1032 -0.7618 -1.0789
C -3.6934 -2.0433 -1.2339 -0.0603 -0.8385 -0.8676
O -2.8118 -1.2848 -0.4261 0.1164 1.2347 0.9858
C -3.5843 -0.3676 0.2307 -0.5487 0.6266 0.7875
O -3.1944 0.3333 1.1491 0.0393 -0.8668 -1.5856
O -4.8542 -0.3438 -0.2762 1.7913 0.3736 1.2466
H -6.1269 -2.2019 -2.7772 0.0554 0.1296 0.1346
H -6.3872 -2.4774 -1.0406 0.1554 0.0920 -0.0943
H -6.9415 -0.9793 -1.7706 0.2069 -0.0851 -0.1510
H -4.5441 -0.3617 -2.2926 0.0777 -0.0714 0.0717
H -3.1977 -2.3676 -2.1525 0.0769 0.0942 0.2267
H -4.0107 -2.9244 -0.6660 -0.1007 0.1403 -0.0914
```
Forces are in eV/Å.

As for the charge: +1. The calculation puts the highest occupied orbital energy at -13.143 eV.

Electronic structure analysis, Mulliken charges in units of e: -0.3444 0.5448 -0.5148 -0.2338 -0.3322 -0.7235 -0.1663 -0.5856 -0.2495 0.0606 0.5475 -0.5794 0.3169 0.2251 -0.1009 0.3072 0.1941 0.3403 0.3148 -0.0136 0.3305 0.3595 0.2737 0.4399 0.0229 0.2864 0.1169 0.1236 -1.4607 0.5262 -0.4894 -0.2634 0.7072 -0.6435 -0.3249 0.3853 0.3569 0.3676 0.2590 0.3273 0.2918

=====

Molecular formula: C4H10NOPS
Method: DFT, ωB97M-V/def2-TZVPD

Geometry as XYZ:
```
18
Properties=species:S:1:pos:R:3:forces:R:3
C -2.5999 0.0499 0.5103 -2.5872 -1.7144 -0.9815
C -1.6181 0.1382 -0.6984 1.7896 1.2450 -3.2723
C 2.3675 1.2732 -0.0728 -0.7190 -1.5951 1.6587
C 2.3047 -0.2288 0.1014 -0.2985 -0.1752 -1.6532
N -3.1899 -1.2425 0.6007 -0.1353 3.3207 -0.2380
O -0.2321 0.1717 -0.4687 -0.3128 0.5941 1.1237
P 0.5823 -0.7941 0.5850 0.6987 -1.2165 -1.8262
S 0.5004 -2.6699 -0.0507 -0.4637 0.2447 0.7841
H -1.8156 0.2703 1.1845 1.0840 0.2883 2.1592
H -3.3467 0.8628 0.3889 0.4611 -0.6164 0.2943
H -1.7078 -0.6231 -1.4528 -0.9140 -0.6473 0.0513
H -1.7803 1.1137 -1.2352 -0.2453 -0.7360 0.7278
H 3.3222 1.4473 -0.3849 2.6441 1.1065 -0.7946
H 1.6827 1.6552 -0.7530 -1.2123 0.4883 -1.3543
H 2.1815 1.7209 0.8724 -0.0102 0.7683 0.8456
H 2.9986 -0.5881 0.8098 0.5059 -0.1086 1.5924
H 2.7912 -0.7325 -0.7961 -1.6484 0.2848 0.5290
H -2.4406 -1.8243 0.8595 1.3631 -1.5311 0.3540
```
Forces are in eV/Å.

As for the charge: 0. As for the energy above the lowest of the compared OMol25 structures with the same formula, charge and spin: 5.465 eV. The calculation puts the highest occupied orbital energy (alpha / beta) at -7.542 / -7.586 eV.

Electronic structure analysis, Mulliken charges in units of e: -0.2440 -0.5014 -1.2674 -0.5263 -0.5436 -0.1783 0.1810 -0.3630 0.2687 0.3593 0.3730 0.2098 0.4380 0.3479 0.3220 0.4459 0.3693 0.3090

=====

Molecular formula: C8H14NO2
Method: DFT, ωB97M-V/def2-TZVPD

Geometry as XYZ:
```
25
Properties=species:S:1:pos:R:3:forces:R:3
C 0.6507 -0.2077 -1.8054 2.3933 -0.7004 -3.6685
C 0.7313 0.6405 -0.6236 1.3217 2.6873 -2.5222
C 1.4285 1.9548 -1.1059 0.0563 0.0572 3.4494
O 1.3749 0.0791 0.4280 0.4063 -0.4494 -0.7046
C 0.9518 0.7125 1.5998 0.5596 -0.4229 0.6295
C -0.5093 0.9404 1.3633 0.3451 3.3408 0.7552
C -1.3440 -0.0077 0.7130 -1.7374 -2.5976 -0.5579
C -1.0443 -1.4781 0.5014 0.7373 1.1705 0.1765
C -1.7824 -2.5258 0.8541 -2.2631 -1.0069 -0.3241
O -1.3368 -3.7681 0.5687 -1.7637 0.1669 1.0315
N -0.5929 1.0452 -0.1285 0.6370 -4.1180 2.4228
H 0.2977 -1.1770 -1.6752 -0.1144 -1.8343 0.6518
H 1.7156 -0.2621 -2.3672 -2.4201 0.0666 1.4854
H -0.0497 0.1098 -2.5872 0.2047 0.8037 0.2972
H 1.0284 2.1591 -2.0467 -0.1666 0.7856 -1.6015
H 2.5289 1.8355 -1.0507 -0.7360 -0.0580 -0.4456
H 1.1606 2.7593 -0.3606 0.3637 -0.4322 -0.9384
H 1.5202 1.6111 1.8871 -0.3157 -0.1517 -0.3071
H 1.2056 -0.1057 2.2170 -0.3216 -0.2684 2.0757
H -0.9936 1.8608 1.7328 0.3333 -0.8473 0.6825
H -2.4357 0.1711 0.8185 0.8668 0.1643 -0.3467
H -0.0747 -1.7691 0.0764 -0.3988 0.4949 0.4494
H -2.8608 -2.6305 1.2285 1.8005 0.7902 -0.3365
H -0.4524 -3.6690 0.2936 1.9125 -0.3416 -0.6803
H -1.1178 1.7217 -0.5313 -1.7008 2.7007 -1.6734
```
Forces are in eV/Å.

The SMILES is CC1(C)OC[C@@H]2[C@H](/C=C/O)[N@@H+]21. As for the charge: +1. As for the energy above the lowest of the compared OMol25 structures with the same formula, charge and spin: 2.749 eV. The calculation puts the highest occupied orbital energy at -13.044 eV.

Electronic structure analysis, Mulliken charges in units of e: -1.5521 0.9534 -1.5617 -0.4487 -0.6536 -0.1267 0.1221 -0.3117 -0.0974 -0.4303 0.0376 0.4383 0.3261 0.3936 0.4696 0.3840 0.3823 0.2951 0.3952 0.4384 0.5193 0.1123 0.3154 0.3429 0.2565